(one)
Below is an isolated molecule of C4H7FN2, with properties calculated with the ωB97M-V functional and the def2-TZVPD basis.

The HOMO energy is -0.368 hartree. For the frontier orbital gap, the calculation gives 10.26 eV. The SMILES is [H]/N=C/[C@@H](C)/C=N/F.

The geometry in ORCA input format:
```
! wB97M-V def2-TZVPD RIJCOSX def2/J DEFGRID3
* xyz 0 1
C -0.69 1.13 0.49
C 1.27 -0.19 -0.27
C -1.07 -1.18 -0.24
C -0.03 -0.23 0.43
N -0.43 2.05 -0.35
N 2.56 -0.34 0.49
F 3.58 -0.26 -0.41
H -1.54 1.36 1.19
H 1.17 -0.02 -1.37
H -1.14 -1.15 -1.26
H -0.82 -2.31 -0.09
H -2.15 -1.07 -0.04
H 0.24 -0.69 1.51
H -0.93 2.89 -0.08
*
```

Mulliken population analysis, charges in e, atoms 1 to 6: -0.241 -0.277 -1.429 0.624 -0.553 -0.252

***

(two)
Below is an isolated molecule of C4H7FN2, with properties calculated with the ωB97M-V functional and the def2-TZVPD basis.

The HOMO energy is -0.330 hartree. For the frontier orbital gap, the calculation gives 9.94 eV. The SMILES is [H]/N=C\N1CC(F)C1.

The geometry in ORCA input format:
```
! wB97M-V def2-TZVPD RIJCOSX def2/J DEFGRID3
* xyz 0 1
C -0.35 -0.06 -1.53
C 0.72 0.64 -0.70
C -1.18 -0.47 -0.37
C 0.11 0.15 1.80
H -1.10 0.32 -2.33
H 1.43 -0.12 -0.55
H 0.98 1.75 -0.71
H -0.76 -1.45 -0.07
H -2.27 -0.46 -0.27
H -0.77 -0.18 2.26
H 1.99 0.57 1.74
N -0.23 0.44 0.39
N 1.25 0.08 2.40
F 0.17 -1.21 -2.07
*
```

Mulliken population analysis, charges in e, atoms 1 to 6: 0.364 -0.861 -0.709 0.017 0.257 0.510

***

If we sort the structures by their calculated energies, the order from most to least stable is (two), (one).

***

(one)
Below is an isolated molecule of C2H4O2S, with properties calculated with the ωB97M-V functional and the def2-TZVPD basis.

The HOMO energy is -0.358 hartree. For the frontier orbital gap, the calculation gives 10.32 eV. The SMILES is O=C(S)CO.

The geometry in ORCA input format:
```
! wB97M-V def2-TZVPD RIJCOSX def2/J DEFGRID3
* xyz 0 1
C -0.25 -0.79 0.00
C 0.90 0.18 -0.43
H -1.70 0.32 -0.71
H -0.30 -1.54 -0.74
H -0.01 -1.27 0.95
H 0.24 1.34 1.61
O -1.45 -0.09 0.10
O 1.68 0.11 -1.31
S 0.89 1.74 0.53
*
```

Mulliken population analysis, charges in e, atoms 1 to 6: -0.546 0.580 0.324 0.302 0.330 0.145

***

(two)
Below is a cluster of 2 separate species, C2H4O2S in total, with properties calculated with the ωB97M-V functional and the def2-TZVPD basis.

The HOMO energy (spin up / spin down) is -0.360 / -0.360 hartree. For the frontier orbital gap (spin up / spin down), the calculation gives 8.33 / 8.33 eV.

The geometry in ORCA input format:
```
! wB97M-V def2-TZVPD RIJCOSX def2/J DEFGRID3
* xyz 0 1
C 0.24 -0.30 0.26
C -1.16 -0.65 0.13
O 2.71 0.29 0.06
O 0.21 1.86 -0.21
S 1.81 -0.81 0.31
H -1.95 0.11 -0.24
H -1.59 -1.13 1.06
H -1.29 -1.43 -0.61
H 1.03 2.05 -0.76
*
```

Mulliken population analysis, charges in e, atoms 1 to 6: 0.332 -0.722 -0.448 -0.640 0.322 0.295

***

If we sort the structures by their calculated energies, the order from most to least stable is (one), (two).

***

(one)
Below is a structure of composition C2H4O2S, with properties calculated with the ωB97M-V functional and the def2-TZVPD basis.

The HOMO energy (spin up / spin down) is -0.334 / -0.322 hartree. For the frontier orbital gap (spin up / spin down), the calculation gives 7.56 / 7.07 eV.

The geometry in ORCA input format:
```
! wB97M-V def2-TZVPD RIJCOSX def2/J DEFGRID3
* xyz 0 1
C 0.50 -0.30 0.12
C -0.66 -0.75 -0.55
O -0.39 1.94 0.88
O 0.78 0.61 0.80
S 2.35 -1.99 -0.22
H -0.76 0.18 -1.28
H -1.41 -0.61 0.16
H -0.69 -1.68 -1.06
H 0.27 2.61 1.16
*
```

Mulliken population analysis, charges in e, atoms 1 to 6: 0.342 -0.585 -0.437 -0.241 -0.277 0.249

***

(two)
Below is an isolated molecule of C2H4O2S, with properties calculated with the ωB97M-V functional and the def2-TZVPD basis.

The HOMO energy (spin up / spin down) is -0.305 / -0.305 hartree. For the frontier orbital gap (spin up / spin down), the calculation gives 8.44 / 8.44 eV.

The geometry in ORCA input format:
```
! wB97M-V def2-TZVPD RIJCOSX def2/J DEFGRID3
* xyz 0 1
C -0.40 0.35 0.68
C 0.70 -0.34 -1.29
O -1.78 0.68 2.94
O 0.66 0.46 -0.13
S -0.46 0.90 2.35
H -1.23 -0.25 0.35
H -0.16 -0.96 -1.65
H 1.56 -0.98 -1.14
H 1.11 0.13 -2.11
*
```

Mulliken population analysis, charges in e, atoms 1 to 6: 0.004 -0.682 -0.513 -0.267 0.299 0.259

***

(three)
Below is a cluster of 2 separate species, C2H4O2S in total, with properties calculated with the ωB97M-V functional and the def2-TZVPD basis.

The HOMO energy is -0.386 hartree. For the frontier orbital gap, the calculation gives 10.05 eV.

The geometry in ORCA input format:
```
! wB97M-V def2-TZVPD RIJCOSX def2/J DEFGRID3
* xyz 0 1
C -0.86 0.70 -0.12
C -0.96 -0.63 0.05
O 2.12 -1.22 0.25
O 1.86 1.17 0.35
S 1.63 0.00 -0.38
H -0.43 1.06 -0.98
H -1.37 1.46 0.44
H -1.48 -1.06 0.83
H -0.52 -1.48 -0.45
*
```

Mulliken population analysis, charges in e, atoms 1 to 6: -0.615 -0.541 -0.432 -0.371 0.720 0.425

***

(four)
Below is a cluster of 2 separate species, C2H4O2S in total, with properties calculated with the ωB97M-V functional and the def2-TZVPD basis.

The HOMO energy is -0.342 hartree. For the frontier orbital gap, the calculation gives 9.72 eV. The SMILES is C=C=O.OS.

The geometry in ORCA input format:
```
! wB97M-V def2-TZVPD RIJCOSX def2/J DEFGRID3
* xyz 0 1
C -2.07 -1.23 0.46
C -1.43 -1.26 -0.65
O 2.61 2.31 0.23
O -2.65 -1.56 1.39
S 1.22 1.46 0.05
H -0.35 -1.40 -0.79
H -1.96 -1.09 -1.52
H 1.71 0.30 -0.35
H 2.91 2.47 1.19
*
```

Mulliken population analysis, charges in e, atoms 1 to 6: 0.824 -0.988 -0.491 -0.316 0.019 0.261

***

If we sort the structures by their calculated energies, the order from most to least stable is (three), (four), (two), (one).

***

(one)
Below is an isolated molecule of C3H3NO2S, with properties calculated with the ωB97M-V functional and the def2-TZVPD basis.

The HOMO energy is -0.337 hartree. For the frontier orbital gap, the calculation gives 8.42 eV. The SMILES is S=C[C@@H]1OC=NO1.

The geometry in ORCA input format:
```
! wB97M-V def2-TZVPD RIJCOSX def2/J DEFGRID3
* xyz 0 1
C 1.44 -0.53 0.01
C 0.37 0.53 0.21
C -1.70 -0.15 0.00
H 1.11 -1.39 -0.53
H 0.77 1.38 0.77
H -2.58 -0.66 0.26
N -1.47 0.33 -1.13
O -0.71 -0.04 0.93
O -0.18 0.91 -1.04
S 2.95 -0.39 0.52
*
```

Mulliken population analysis, charges in e, atoms 1 to 6: -0.372 0.405 -0.033 0.279 0.285 0.428

***

(two)
Below is a structure of composition C3H3NO2S, with properties calculated with the ωB97M-V functional and the def2-TZVPD basis.

The HOMO energy is -0.321 hartree. For the frontier orbital gap, the calculation gives 8.32 eV.

The geometry in ORCA input format:
```
! wB97M-V def2-TZVPD RIJCOSX def2/J DEFGRID3
* xyz 0 1
C 0.18 -0.82 1.29
C -0.36 0.43 1.23
C -0.41 0.81 -0.26
H 0.67 0.14 -2.66
H 0.34 -1.59 2.07
H -0.94 0.91 2.00
N 0.45 -0.14 -0.80
O 0.14 -0.80 -1.96
O 0.73 -1.20 0.15
S -0.80 2.26 -1.06
*
```

Mulliken population analysis, charges in e, atoms 1 to 6: 0.007 -0.582 0.207 0.444 0.380 0.357

***

If we sort the structures by their calculated energies, the order from most to least stable is (one), (two).

***

(one)
Below is an isolated molecule of C3H3NO2S, with properties calculated with the ωB97M-V functional and the def2-TZVPD basis.

The HOMO energy is -0.346 hartree. For the frontier orbital gap, the calculation gives 8.81 eV. The SMILES is C=NSC(=O)C=O.

The geometry in ORCA input format:
```
! wB97M-V def2-TZVPD RIJCOSX def2/J DEFGRID3
* xyz 0 1
C -0.94 -2.59 0.88
C 0.29 1.12 -0.13
C 0.57 0.45 -1.58
H -1.53 -2.59 1.87
H -1.13 -3.66 0.38
H 0.85 -0.74 -1.47
N 0.04 -1.62 0.55
O 0.23 2.27 0.09
O 0.06 0.90 -2.60
S -0.02 -0.06 1.27
*
```

Mulliken population analysis, charges in e, atoms 1 to 6: -0.189 0.511 0.043 0.208 0.237 0.295

***

(two)
Below is an isolated molecule of C3H3NO2S, with properties calculated with the ωB97M-V functional and the def2-TZVPD basis.

The HOMO energy is -0.338 hartree. For the frontier orbital gap, the calculation gives 8.33 eV.

The geometry in ORCA input format:
```
! wB97M-V def2-TZVPD RIJCOSX def2/J DEFGRID3
* xyz 0 1
C 0.05 0.09 0.07
C -0.38 1.32 0.14
C -0.08 -0.64 -1.24
N -0.41 0.22 -2.13
O -0.56 -0.03 -3.34
O 0.67 2.70 -1.63
S -0.80 1.89 -1.45
H 0.38 -0.41 1.02
H -0.30 2.14 0.75
H 0.25 -1.64 -1.49
*
```

Mulliken population analysis, charges in e, atoms 1 to 6: -0.555 -0.177 -0.065 0.517 -0.659 -0.520

***

(three)
Below is a cluster of 2 separate species, C3H3NO2S in total, with properties calculated with the ωB97M-V functional and the def2-TZVPD basis.

The HOMO energy is -0.334 hartree. For the frontier orbital gap, the calculation gives 9.58 eV. The SMILES is S[C@H]1C=N1.O=C=O.

The geometry in ORCA input format:
```
! wB97M-V def2-TZVPD RIJCOSX def2/J DEFGRID3
* xyz 0 1
C 0.41 0.03 0.04
C -3.83 0.44 -0.92
C 0.77 -1.48 -0.01
N -0.15 -1.12 0.79
O -4.49 -0.04 -1.73
O -3.01 0.83 -0.21
S 0.77 1.82 0.83
H -0.16 0.24 -0.73
H 1.38 -2.19 -0.41
H 0.14 1.52 1.98
*
```

Mulliken population analysis, charges in e, atoms 1 to 6: -0.224 0.690 0.043 -0.394 -0.348 -0.338

***

If we sort the structures by their calculated energies, the order from most to least stable is (three), (one), (two).

***

(one)
Below is an isolated molecule of C4H9O2P, with properties calculated with the ωB97M-V functional and the def2-TZVPD basis.

The HOMO energy is -0.326 hartree. For the frontier orbital gap, the calculation gives 9.63 eV. The SMILES is O[C@]1(P)CCOC1.

The geometry in ORCA input format:
```
! wB97M-V def2-TZVPD RIJCOSX def2/J DEFGRID3
* xyz 0 1
C -1.20 -0.03 -0.37
C -0.30 -0.18 -1.61
C 1.31 -0.49 -0.08
C 0.18 -0.11 0.89
O 1.06 0.15 -1.27
O 0.04 -1.14 1.76
P 0.52 1.58 1.58
H -1.74 0.91 -0.18
H -1.71 -0.91 -0.36
H -0.21 -1.30 -2.05
H -0.64 0.61 -2.31
H 2.23 -0.07 0.35
H 1.36 -1.71 -0.27
H -0.85 -1.50 1.68
H -0.89 1.99 1.89
H 0.85 2.17 0.35
*
```

Mulliken population analysis, charges in e, atoms 1 to 6: -0.979 -0.287 -0.788 0.571 -0.340 -0.517

***

(two)
Below is an isolated molecule of C4H9O2P, with properties calculated with the ωB97M-V functional and the def2-TZVPD basis.

The HOMO energy is -0.373 hartree. For the frontier orbital gap, the calculation gives 11.00 eV. The SMILES is C[C@H]1CO[P@H](=O)C1.

The geometry in ORCA input format:
```
! wB97M-V def2-TZVPD RIJCOSX def2/J DEFGRID3
* xyz 0 1
C -0.10 -1.35 -0.10
C -0.42 1.12 -0.43
C 0.58 -0.03 -0.55
C 1.83 0.21 0.31
O -3.37 0.52 -0.10
O -1.51 -1.24 -0.08
P -2.03 0.21 0.35
H 0.13 -2.17 -0.79
H 0.26 -1.62 0.90
H -0.08 1.93 0.20
H -0.75 1.51 -1.39
H 0.89 -0.14 -1.59
H 1.56 0.28 1.36
H 2.32 1.13 0.01
H 2.52 -0.61 0.18
H -1.84 0.25 1.73
*
```

Mulliken population analysis, charges in e, atoms 1 to 6: -0.615 -0.946 0.629 -1.673 -0.638 -0.348

***

(three)
Below is a cluster of 2 separate species, C4H9O2P in total, with properties calculated with the ωB97M-V functional and the def2-TZVPD basis.

The HOMO energy is -0.287 hartree. For the frontier orbital gap, the calculation gives 8.23 eV.

The geometry in ORCA input format:
```
! wB97M-V def2-TZVPD RIJCOSX def2/J DEFGRID3
* xyz 0 1
C 1.86 -0.19 0.31
C 2.44 1.12 0.08
C -1.40 -0.46 -1.46
C -1.57 -0.82 1.37
O 2.40 -1.24 0.46
O -1.08 1.62 0.26
P -0.79 0.16 0.12
H 1.72 1.91 -0.06
H 2.69 1.01 -0.99
H 3.41 1.24 0.53
H -2.50 -0.42 -1.21
H -0.91 0.21 -2.15
H -1.35 -1.48 -1.68
H -2.56 -0.52 1.05
H -1.14 -1.80 1.10
H -1.22 -0.34 2.27
*
```

Mulliken population analysis, charges in e, atoms 1 to 6: 0.377 -0.920 -0.953 -0.893 -0.428 -0.693

***

If we sort the structures by their calculated energies, the order from most to least stable is (two), (three), (one).